[1]
Entry from the OMol25 dataset: a cluster of 7 separate species, C14H28Cl14 in total at a distorted geometry (the ωB97M-V functional and the def2-TZVPD basis).

As for the total charge: 0. The SMILES is ClCCCl.ClCCCl.ClCCCl.ClCCCl.ClCCCl.ClCCCl.ClCCCl. As for the molecular weight: 692.7 g mol⁻¹. The value obtained for the energy relative to the best compared isomer or geometry (same formula, charge and spin) is 42.4 kcal/mol. The calculation puts the total energy at -190286.385 eV.

Last column: Mulliken charge in e.
Positions of all 56 atoms, in Å:
Cl (13.55, 17.64, 11.04)  -0.24
C (13.69, 15.86, 10.56)  1.41
C (14.23, 14.99, 11.57)  -0.59
Cl (13.29, 14.67, 13.00)  -0.16
H (14.41, 15.92, 9.74)  -0.64
H (12.71, 15.54, 10.15)  -0.56
H (15.14, 15.39, 11.84)  0.52
H (14.42, 14.00, 11.26)  0.13
Cl (10.34, 18.17, 7.85)  -0.14
C (10.23, 17.77, 6.13)  -0.46
C (10.34, 16.28, 6.13)  -0.09
Cl (10.39, 15.64, 4.47)  -0.21
H (11.02, 18.34, 5.65)  0.34
H (9.28, 18.21, 5.80)  0.32
H (9.50, 15.81, 6.70)  0.27
H (11.23, 16.02, 6.76)  0.00
Cl (15.47, 17.12, 7.89)  -0.18
C (15.42, 15.65, 6.91)  -0.54
C (16.35, 14.51, 7.21)  -0.43
Cl (16.19, 13.88, 8.89)  -0.16
H (15.60, 16.02, 5.97)  0.47
H (14.39, 15.29, 6.93)  0.23
H (17.33, 14.78, 7.19)  0.38
H (16.03, 13.76, 6.53)  0.30
Cl (12.60, 11.64, 10.50)  -0.22
C (10.91, 12.34, 10.70)  -0.02
C (10.66, 13.48, 9.75)  0.99
Cl (10.66, 13.05, 8.00)  -0.21
H (10.92, 12.62, 11.79)  0.20
H (10.31, 11.43, 10.46)  -0.08
H (11.27, 14.34, 9.94)  -0.71
H (9.67, 13.78, 9.96)  0.05
Cl (9.93, 15.24, 12.90)  -0.16
C (9.65, 17.05, 12.77)  -0.64
C (9.68, 17.65, 11.40)  0.07
Cl (8.24, 17.23, 10.45)  -0.17
H (10.47, 17.48, 13.31)  0.33
H (8.82, 17.27, 13.45)  0.40
H (10.56, 17.30, 10.84)  -0.19
H (9.77, 18.75, 11.54)  0.35
Cl (5.75, 11.99, 10.56)  -0.22
C (6.42, 12.90, 12.01)  -0.21
C (5.50, 14.00, 12.42)  -0.53
Cl (6.31, 14.90, 13.77)  -0.19
H (7.40, 13.26, 11.78)  0.10
H (6.53, 12.32, 12.95)  0.35
H (4.53, 13.65, 12.77)  0.37
H (5.31, 14.73, 11.69)  0.35
Cl (10.64, 8.79, 11.62)  -0.17
C (8.81, 8.47, 11.65)  -0.52
C (7.99, 9.51, 10.92)  -0.12
Cl (8.23, 9.20, 9.20)  -0.15
H (8.40, 8.35, 12.67)  0.34
H (8.72, 7.52, 11.04)  0.33
H (8.22, 10.54, 11.26)  -0.05
H (6.91, 9.33, 11.18)  0.37

***

[2]
Entry from the OMol25 dataset: a structure of composition C44H39NP3Tl (the ωB97M-V functional and the def2-TZVPD basis).

As for the total charge: 0. As for the molecular weight: 879.1 g mol⁻¹. The value obtained for the energy relative to the best compared isomer or geometry (same formula, charge and spin) is 0.3 kcal/mol. The calculation puts the total energy at -80311.579 eV.

Last column: Mulliken charge in e.
Positions of all 88 atoms, in Å:
Tl (-0.67, -2.62, 0.97)  0.69
C (2.45, -0.53, 2.90)  -1.16
C (2.96, -1.35, 1.71)  -1.43
P (2.20, -0.88, 0.10)  0.90
C (2.90, -2.15, -1.03)  0.40
C (4.26, -2.44, -1.08)  -0.43
C (4.74, -3.40, -1.95)  -0.73
C (3.86, -4.08, -2.79)  -0.53
C (2.51, -3.79, -2.76)  -0.48
C (2.02, -2.83, -1.88)  0.16
C (3.16, 0.58, -0.44)  0.52
C (2.84, 1.12, -1.68)  -0.87
C (3.49, 2.25, -2.16)  -0.54
C (4.47, 2.86, -1.39)  -0.63
C (4.80, 2.33, -0.15)  -0.62
C (4.15, 1.20, 0.32)  -0.38
P (0.60, -0.38, 2.91)  -0.08
C (0.32, -0.17, 4.71)  0.33
C (-0.04, -1.29, 5.46)  -0.41
C (-0.22, -1.20, 6.83)  -0.59
C (-0.07, 0.02, 7.47)  -0.47
C (0.28, 1.15, 6.74)  -0.71
C (0.47, 1.06, 5.37)  -0.22
C (0.22, 1.30, 2.30)  0.68
C (1.14, 2.33, 2.11)  0.41
C (0.71, 3.60, 1.75)  -0.95
C (-0.64, 3.86, 1.58)  -0.63
C (-1.56, 2.84, 1.75)  -0.40
C (-1.14, 1.56, 2.09)  -0.70
H (2.92, 0.45, 2.95)  0.41
H (2.71, -1.04, 3.83)  0.72
H (2.65, -2.39, 1.84)  0.53
H (4.05, -1.35, 1.67)  0.66
H (4.95, -1.90, -0.45)  0.27
H (5.80, -3.62, -1.99)  0.40
H (4.24, -4.83, -3.48)  0.39
H (1.82, -4.30, -3.41)  0.41
H (0.96, -2.60, -1.86)  0.00
H (2.06, 0.66, -2.28)  0.36
H (3.23, 2.65, -3.13)  0.44
H (4.98, 3.74, -1.76)  0.39
H (5.57, 2.80, 0.45)  0.45
H (4.43, 0.80, 1.29)  0.25
H (-0.18, -2.24, 4.95)  0.35
H (-0.50, -2.08, 7.39)  0.39
H (-0.22, 0.09, 8.54)  0.38
H (0.39, 2.10, 7.23)  0.41
H (0.72, 1.94, 4.80)  0.32
H (2.20, 2.16, 2.23)  0.17
H (1.45, 4.39, 1.60)  0.45
H (-0.97, 4.85, 1.31)  0.41
H (-2.61, 3.03, 1.58)  0.36
H (-1.85, 0.75, 2.16)  0.39
N (-2.09, -1.03, 0.45)  -0.85
P (-2.49, -0.53, -0.95)  2.14
C (-1.80, -1.44, -2.39)  0.08
C (-2.00, -2.83, -2.41)  -0.41
C (-1.48, -3.61, -3.43)  -0.78
C (-0.75, -3.01, -4.45)  -0.57
C (-0.54, -1.64, -4.44)  -0.65
C (-1.07, -0.86, -3.42)  -0.11
C (-2.03, 1.19, -1.35)  0.20
C (-2.90, 2.13, -1.88)  -0.70
C (-2.46, 3.41, -2.19)  -0.82
C (-1.13, 3.75, -1.98)  -0.98
C (-0.25, 2.82, -1.44)  -0.52
C (-0.70, 1.55, -1.12)  0.64
C (-4.29, -0.59, -1.28)  -0.30
C (-5.14, -0.62, -0.18)  -0.54
C (-6.51, -0.65, -0.36)  -0.69
C (-7.04, -0.67, -1.64)  -0.45
C (-6.20, -0.65, -2.75)  -0.73
C (-4.83, -0.62, -2.57)  -0.28
H (-2.57, -3.29, -1.61)  0.49
H (-1.64, -4.68, -3.43)  0.42
H (-0.34, -3.62, -5.25)  0.43
H (0.03, -1.18, -5.24)  0.44
H (-0.91, 0.21, -3.43)  0.47
H (-3.94, 1.88, -2.05)  0.40
H (-3.15, 4.14, -2.60)  0.38
H (-0.78, 4.75, -2.23)  0.36
H (0.78, 3.09, -1.26)  0.49
H (-0.03, 0.83, -0.67)  -0.02
H (-4.70, -0.64, 0.81)  0.41
H (-7.17, -0.68, 0.50)  0.40
H (-8.12, -0.70, -1.78)  0.38
H (-6.62, -0.67, -3.75)  0.41
H (-4.17, -0.61, -3.43)  0.42

***

[3]
Entry from the OMol25 dataset: a cluster of 2 separate species, C4H13N5 in total at a distorted geometry (the ωB97M-V functional and the def2-TZVPD basis).

As for the total charge: 0. The SMILES is [H]/N=C(\N)N(N)N.C=CC. As for the molecular weight: 131.2 g mol⁻¹. The value obtained for the energy relative to the best compared isomer or geometry (same formula, charge and spin) is 112.1 kcal/mol. The calculation puts the total energy at -11804.068 eV.

Last column: Mulliken charge in e.
Positions of all 22 atoms, in Å:
C (-2.55, -1.08, -1.60)  -1.14
C (-1.11, -1.33, -1.28)  0.38
C (-0.06, -0.77, -1.94)  -1.04
H (-0.98, -2.35, -0.93)  0.28
H (-2.64, -0.14, -2.15)  0.35
H (-3.12, -1.16, -0.67)  0.29
H (-2.95, -1.89, -2.22)  0.29
H (0.68, -1.46, -2.33)  0.29
H (-0.26, 0.00, -2.68)  0.30
N (0.29, 1.06, 1.12)  0.15
C (1.29, 0.14, 0.49)  0.39
N (0.81, 2.33, 1.51)  -0.71
N (-0.40, 0.47, 2.22)  -0.53
N (2.31, 0.88, -0.13)  -0.38
N (1.55, -0.95, 1.12)  -0.63
H (0.07, 2.96, 1.78)  0.29
H (1.41, 2.27, 2.33)  0.23
H (0.21, -0.01, 2.88)  0.22
H (-1.38, 0.72, 2.20)  0.23
H (2.43, 1.83, 0.20)  0.28
H (2.99, 0.32, -0.61)  0.26
H (1.42, -1.86, 0.69)  0.21

***

[4]
Entry from the OMol25 dataset: a structure of composition C10H12F5N3NiO6 at a distorted geometry (the ωB97M-V functional and the def2-TZVPD basis).

As for the total charge: 0. As for the molecular weight: 423.9 g mol⁻¹. As for the multiplicity: 3. The calculation puts the total energy at -81949.916 eV.

Last column: Mulliken charge in e.
Positions of all 37 atoms, in Å:
Ni (-0.04, -0.02, -1.51)  0.62
O (-1.95, -2.23, -4.02)  -0.45
C (-0.89, -1.85, -3.33)  0.89
O (-0.43, -0.73, -3.39)  -0.65
C (-0.24, -2.97, -2.52)  -0.47
O (0.25, -2.49, -1.29)  -0.23
C (-0.59, -2.73, -0.16)  -0.48
C (-1.69, -1.63, -0.03)  0.78
O (-2.29, -1.55, 1.04)  -0.85
O (-1.83, -0.91, -1.05)  -0.72
H (-2.37, -1.46, -4.45)  0.39
H (0.63, -3.32, -3.09)  0.35
H (-0.95, -3.80, -2.38)  0.35
H (0.06, -2.68, 0.71)  0.20
H (-1.05, -3.72, -0.21)  0.45
C (-0.53, 3.47, 2.97)  -1.05
N (-0.30, 2.75, 1.75)  0.07
C (0.46, 3.30, 0.65)  -0.48
C (0.32, 2.19, -0.38)  0.71
O (0.70, 2.14, -1.54)  -0.68
N (-0.37, 1.17, 0.19)  -0.11
C (-0.78, 1.54, 1.40)  0.42
N (-1.61, 0.83, 2.14)  -0.21
H (0.38, 4.00, 3.25)  0.34
H (-0.78, 2.77, 3.77)  0.38
H (-1.35, 4.20, 2.86)  0.31
H (1.50, 3.47, 0.90)  0.34
H (0.02, 4.24, 0.28)  0.33
H (-1.96, -0.07, 1.76)  0.19
H (-1.93, 1.16, 3.03)  0.15
F (2.02, -0.30, -1.26)  0.18
C (3.07, -0.13, -0.35)  -1.18
F (2.89, 1.12, 0.18)  -0.19
C (2.93, -1.17, 0.74)  1.18
F (1.90, -0.97, 1.61)  -0.30
F (2.75, -2.39, 0.23)  -0.28
F (4.04, -1.22, 1.49)  -0.28